1.
DFT (ωB97M-V/def2-TZVPD) results for a structure of composition C38H29LaN4O2.

Cartesian coordinates (Å):
La -0.4752 0.2340 0.4985
C -4.0894 1.3645 2.7990
O -3.0932 1.0823 3.8543
C -2.1755 0.3472 3.2755
N -2.3676 -0.0934 2.0927
C -3.6450 0.4845 1.6086
C -3.6121 0.4435 -1.0265
C -5.0534 1.0182 -1.1461
C -5.4980 1.5140 -2.4818
C -4.6213 1.7799 -3.4445
C -3.1899 1.5002 -3.2565
C -2.7311 0.8928 -2.1658
C -0.8741 0.1359 3.9600
C -0.6854 0.1378 5.3298
C 0.6023 -0.0767 5.8035
C 1.6475 -0.2536 4.9049
C 1.3572 -0.2059 3.5535
N 0.1220 -0.0276 3.0884
C 2.3820 -0.3004 2.4858
N 2.1108 -0.2446 1.2362
C 3.4208 -0.3660 0.5262
C 4.4480 -0.2741 1.6659
O 3.6344 -0.4193 2.8763
C 3.5679 0.6625 -0.5698
C 4.7846 1.2716 -0.8476
C 4.8985 2.1834 -1.8907
C 3.8013 2.4968 -2.6763
C 2.5821 1.8811 -2.4256
C 2.4854 0.9731 -1.3851
H -4.0176 2.4318 2.5967
H -5.0610 1.1136 3.2119
H -4.3582 -0.3277 1.4452
H -5.7821 0.3115 -0.7431
H -6.5546 1.6954 -2.6373
H -4.9474 2.1715 -4.3983
H -2.5056 1.7487 -4.0574
H -1.6913 0.5601 -2.1575
H -1.5193 0.3037 5.9972
H 0.7927 -0.0970 6.8679
H 2.6628 -0.4098 5.2400
H 3.4561 -1.3658 0.0836
H 4.9338 0.6961 1.7394
H 5.1804 -1.0743 1.6730
H 5.6667 1.0396 -0.2643
H 5.8545 2.6484 -2.0895
H 3.8944 3.2081 -3.4851
H 1.7220 2.0997 -3.0443
H 1.5384 0.4644 -1.2288
C -3.3404 4.0987 -0.3232
C -4.5194 3.4913 -0.4372
C -4.7255 2.0671 -0.0394
C -3.4191 1.2915 0.3140
C -2.1043 2.0651 0.3994
C -2.1355 3.3768 0.1181
C -3.4345 -1.0546 -0.9300
C -4.4298 -1.9506 -1.3731
C -4.1977 -3.2924 -1.3056
C -2.9784 -3.7716 -0.7742
C -2.6808 -5.1503 -0.6459
C -1.4954 -5.5604 -0.1099
C -0.5505 -4.6036 0.3257
C -0.8180 -3.2696 0.2047
C -2.0331 -2.8203 -0.3552
N -2.2686 -1.4712 -0.4665
H -3.2525 5.1465 -0.5794
H -5.3836 4.0481 -0.7802
H -5.4859 2.0420 0.7484
H -1.2194 3.9603 0.1600
H -5.3525 -1.5633 -1.7802
H -4.9426 -3.9976 -1.6539
H -3.4116 -5.8761 -0.9800
H -1.2728 -6.6135 -0.0113
H 0.3856 -4.9333 0.7557
H -0.0756 -2.5565 0.5571

Output
Energy relative to the best compared isomer or geometry (same formula, charge and spin): 241.41 kJ/mol
Net charge: +2
Orbital gap: 6.77 eV
E_HOMO: -12.95 eV
LUMO level: -0.2272 Eh

These are the Löwdin partial charges, in e, on atoms 1 to 8:
1. La 2.058
2. C 0.000
3. O 0.084
4. C -0.338
5. N -0.001
6. C -0.204
7. C -0.264
8. C -0.160

=====

2.
DFT (ωB97M-V/def2-TZVPD) results for a structure of composition C38H30As2F2N2SeTa.

Cartesian coordinates (Å):
Ta -0.5785 -0.1435 -0.9909
C 1.5021 -0.7324 2.2990
C 2.6212 -0.3551 1.3322
As 2.0805 -0.7363 -0.4958
C 2.2997 -2.6291 -0.7589
C 1.4751 -3.5204 -0.0733
C 1.6671 -4.8845 -0.2248
C 2.6707 -5.3536 -1.0653
C 3.4823 -4.4626 -1.7525
C 3.3017 -3.0932 -1.6039
C 3.2300 0.1568 -1.7319
C 4.3565 0.8573 -1.3158
C 5.1623 1.4651 -2.2706
C 4.8400 1.3745 -3.6181
C 3.7114 0.6729 -4.0297
C 2.9010 0.0594 -3.0867
As -0.3069 -0.3324 1.6542
C -1.4703 -1.3385 2.7832
C -1.8122 -2.6287 2.3765
C -2.5631 -3.4271 3.2245
C -2.9605 -2.9394 4.4640
C -2.6061 -1.6584 4.8644
C -1.8510 -0.8479 4.0269
C -0.5846 1.5623 1.8470
C -1.8170 2.0621 2.2696
C -2.0136 3.4318 2.3286
C -0.9997 4.3036 1.9418
C 0.2201 3.8085 1.5019
C 0.4329 2.4371 1.4554
H 1.6103 -0.2171 3.2544
H 1.4945 -1.8043 2.4998
H 3.5216 -0.9342 1.5386
H 2.8773 0.7013 1.3964
H 0.6934 -3.1662 0.5903
H 1.0431 -5.5817 0.3185
H 2.8236 -6.4186 -1.1776
H 4.2677 -4.8309 -2.3986
H 3.9485 -2.4025 -2.1296
H 4.6222 0.9227 -0.2683
H 6.0495 2.0003 -1.9600
H 5.4779 1.8430 -4.3555
H 3.4753 0.5916 -5.0824
H 2.0436 -0.5251 -3.4120
H -1.5112 -3.0068 1.4043
H -2.8403 -4.4282 2.9227
H -3.5469 -3.5652 5.1231
H -2.9112 -1.2878 5.8336
H -1.5627 0.1451 4.3492
H -2.6120 1.3878 2.5634
H -2.9555 3.8237 2.6896
H -1.1556 5.3728 2.0024
H 1.0158 4.4868 1.2228
H 1.4025 2.0673 1.1437
F -5.7369 -1.0260 0.7006
C -4.8426 -0.2047 0.1829
C -3.5055 -0.5820 0.1953
C -2.5533 0.2661 -0.3458
C -2.9368 1.5176 -0.9179
C -4.2977 1.8273 -0.8991
F -4.7269 2.9707 -1.4263
C -5.2574 0.9949 -0.3557
C -1.9193 2.4075 -1.5245
C -2.1030 3.7277 -1.9066
C -1.0547 4.4360 -2.4742
C 0.1862 3.8339 -2.6671
C 0.3315 2.5269 -2.2863
N -0.6939 1.8312 -1.7359
H -3.2497 -1.5351 0.6341
H -6.3012 1.2806 -0.3693
H -3.0545 4.2099 -1.7610
H -1.2088 5.4658 -2.7704
H 1.0157 4.3658 -3.1099
H 1.2681 1.9961 -2.4189
Se -1.2080 -4.1322 -3.5343
C -0.9912 -2.7437 -2.6493
N -0.8226 -1.7163 -1.9796

Output
Energy relative to the best compared isomer or geometry (same formula, charge and spin): 0.00 kJ/mol
Net charge: +3
Orbital gap: 6.55 eV
E_HOMO: -16.83 eV
LUMO level: -0.3780 Eh

These are the Löwdin partial charges, in e, on atoms 1 to 8:
1. Ta 1.526
2. C -0.358
3. C -0.381
4. As 1.216
5. C -0.386
6. C -0.135
7. C -0.052
8. C -0.034

=====

3.
DFT (ωB97M-V/def2-TZVPD) results for a structure of composition C38H30BClF2NNiOP.

Cartesian coordinates (Å):
Ni 1.3288 0.3410 1.0140
O 2.8674 2.0948 2.8128
C 2.4207 1.7732 1.7060
C 2.6650 2.8406 0.5980
C 3.7065 3.7586 0.6844
C 3.9390 4.6636 -0.3397
C 3.1069 4.6710 -1.4575
C 2.0535 3.7698 -1.5405
C 1.8308 2.8422 -0.5230
P 0.4944 1.5455 -0.4240
C -0.9445 2.5664 0.1433
C -1.1558 3.8893 -0.2434
C -2.2575 4.5979 0.2134
C -3.1679 3.9909 1.0703
C -2.9673 2.6769 1.4659
C -1.8611 1.9718 1.0072
C 0.0440 1.4218 -2.2167
C -1.2854 1.3083 -2.6320
C -1.6043 1.0274 -3.9529
C -0.6025 0.8546 -4.8991
C 0.7247 0.9478 -4.4995
C 1.0412 1.2143 -3.1756
H 4.3214 3.7381 1.5782
H 4.7635 5.3675 -0.2768
H 3.2811 5.3775 -2.2627
H 1.4071 3.7847 -2.4125
H -0.4451 4.3744 -0.9015
H -2.4033 5.6271 -0.0961
H -4.0296 4.5431 1.4294
H -3.6725 2.1882 2.1265
H -1.7020 0.9434 1.3146
H -2.0807 1.4261 -1.9044
H -2.6452 0.9382 -4.2441
H -0.8521 0.6338 -5.9303
H 1.5203 0.8005 -5.2223
H 2.0821 1.2643 -2.8731
F 1.0648 -3.9607 0.3805
B 0.1926 -3.1276 1.1286
F -0.3245 -3.8899 2.2156
Cl 4.5411 -3.5077 6.3119
C 3.5290 -2.9960 4.9662
C 2.3573 -2.3067 5.2184
C 1.5685 -1.9087 4.1504
C 1.9268 -2.1834 2.8316
C 1.0361 -1.8231 1.6922
C 3.1186 -2.8773 2.6182
C 3.9214 -3.2842 3.6718
H 2.0711 -2.0778 6.2367
H 0.6567 -1.3547 4.3401
H 0.3168 -1.0274 1.9807
H 1.6432 -1.5029 0.8088
H 3.4110 -3.1088 1.6014
H 4.8444 -3.8205 3.4927
C -4.3948 -0.5892 1.4317
C -4.0996 -0.7304 0.0818
C -2.9749 -1.4164 -0.3419
C -2.0835 -2.0088 0.5797
C -2.3839 -1.8368 1.9491
C -3.5117 -1.1447 2.3512
N -0.9755 -2.7118 0.1768
C -0.8175 -2.9455 -1.2144
C -1.5530 -3.9496 -1.8384
C -1.4136 -4.1865 -3.1982
C -0.5274 -3.4257 -3.9495
C 0.2135 -2.4277 -3.3297
C 0.0679 -2.1851 -1.9714
H -5.2735 -0.0455 1.7567
H -4.7492 -0.2815 -0.6629
H -2.7616 -1.4830 -1.4008
H -1.7313 -2.2791 2.6866
H -3.7026 -1.0383 3.4143
H -2.2341 -4.5381 -1.2353
H -1.9929 -4.9719 -3.6716
H -0.4179 -3.6070 -5.0129
H 0.8974 -1.8186 -3.9076
H 0.6233 -1.3960 -1.4756

Output
Energy relative to the best compared isomer or geometry (same formula, charge and spin): 0.00 kJ/mol
Net charge: -2
Orbital gap: 4.26 eV
E_HOMO: 0.04 eV
LUMO level: 0.1583 Eh

These are the Löwdin partial charges, in e, on atoms 1 to 8:
1. Ni -0.049
2. O -0.112
3. C -0.356
4. C -0.217
5. C -0.059
6. C -0.117
7. C -0.121
8. C -0.125

=====

Molecular weight / g mol⁻¹: 712.6, 962.4, 690.6